(1)
{"formula": "C14H19FN2O8P2S", "method": "ωB97M-V with the def2-TZVPD basis set", "symbols": ["C", "C", "C", "C", "C", "P", "N", "P", "N", "O", "C", "C", "C", "F", "O", "S", "O", "O", "H", "H", "H", "H", "H", "H", "H", "H", "H", "H", "H", "H", "H", "H", "H", "O", "C", "C", "C", "O", "C", "O", "C", "C", "O", "H", "H", "H", "H"], "xyz": [[2.6547, -1.2946, 4.8248], [2.4808, -0.2226, 4.3269], [2.1141, 1.0256, 3.6552], [3.0044, 1.3682, 2.4307], [2.6272, 0.6092, 1.1481], [3.6077, 1.3515, -0.2554], [5.1451, 1.3654, 0.1060], [3.1708, -1.1936, 1.2509], [3.8120, -1.5643, -0.3096], [4.5090, -1.1328, 2.2127], [1.1325, 0.7568, 0.7999], [0.7828, 0.2470, -0.6084], [-0.6604, -0.1904, -0.7812], [-0.9809, -1.3169, -0.0507], [0.2849, 0.1493, 1.8014], [0.3477, 0.8960, 3.1999], [-0.2744, 0.0622, 4.1721], [-0.2153, 2.2117, 3.1428], [2.5455, -2.2729, 5.2326], [2.1881, 1.8341, 4.3823], [4.0662, 1.2176, 2.6169], [2.8590, 2.4333, 2.2112], [3.1103, 2.6490, -0.5366], [3.4040, 0.5567, -1.3940], [5.5057, 2.3116, 0.0718], [3.7686, -2.5752, -0.3729], [4.7999, -1.2992, -0.3159], [4.4650, -1.8949, 2.7994], [0.9061, 1.8326, 0.8179], [0.9488, 1.0593, -1.3200], [1.4446, -0.5831, -0.8635], [-0.7888, -0.4597, -1.8356], [-1.3704, 0.6238, -0.6086], [-2.6159, -0.1376, -3.7661], [-3.7471, -0.3730, -3.3774], [-4.0317, -1.1949, -2.2169], [-5.2987, -1.4346, -1.8541], [-5.6168, -2.1789, -0.8029], [-6.4571, -0.8670, -2.6261], [-7.5825, -1.1361, -2.2548], [-6.1705, -0.0205, -3.7766], [-4.9020, 0.2162, -4.1338], [-4.5787, 0.9798, -5.1747], [-3.1878, -1.6000, -1.6740], [-6.5923, -2.1916, -0.7669], [-7.0105, 0.3955, -4.3144], [-3.6038, 0.9818, -5.2129]], "smiles": "C#C[C@H]1C[C@@]([PH2]=N)(P(N)O)[C@@H](CCF)OS1(=O)=O.O=C1C=C(O)C(=O)C=C1O", "e_homo_ev": -8.67}

***

(2)
{"formula": "C14H19IO3", "method": "ωB97M-V with the def2-TZVPD basis set", "symbols": ["C", "C", "C", "O", "C", "O", "O", "C", "C", "C", "C", "C", "C", "C", "C", "I", "C", "C", "H", "H", "H", "H", "H", "H", "H", "H", "H", "H", "H", "H", "H", "H", "H", "H", "H", "H", "H"], "xyz": [[-5.3757, -0.2834, 0.3374], [-4.4649, -1.1931, 1.2004], [-4.9279, -2.6395, 1.1165], [-3.1512, -1.1451, 0.6882], [-2.3552, -0.1683, 1.1455], [-2.7437, 0.7481, 1.8878], [-1.0945, -0.3002, 0.7776], [-0.1138, 0.5265, 1.4242], [1.2376, 0.1921, 0.7860], [1.5853, 1.0754, -0.4125], [0.6554, 0.7704, -1.6123], [3.0237, 0.8277, -0.7762], [3.4952, -0.3855, -1.3543], [4.8425, -0.5258, -1.6921], [5.7625, 0.5164, -1.4325], [7.8938, 0.2532, -2.0252], [5.2791, 1.6923, -0.9038], [3.9473, 1.8405, -0.5550], [-5.1077, 0.7777, 0.3877], [-6.3876, -0.3822, 0.6778], [-5.3466, -0.6299, -0.7105], [-4.4962, -0.8798, 2.2528], [-5.8195, -2.8083, 1.7193], [-4.1297, -3.3072, 1.4922], [-5.1320, -2.8919, 0.0742], [-0.0744, 0.3041, 2.5251], [-0.3994, 1.5825, 1.3465], [1.2121, -0.8567, 0.5180], [2.0064, 0.3658, 1.5606], [1.4326, 2.1143, -0.1685], [0.9489, 1.3015, -2.5320], [-0.3775, 1.0700, -1.3431], [0.6978, -0.2946, -1.7947], [2.7743, -1.1768, -1.5385], [5.2402, -1.3964, -2.1823], [5.9165, 2.5390, -0.7951], [3.5461, 2.7671, -0.0894]], "smiles": "CC(C)OC(=O)OCC[C@H](C)c1ccc(I)cc1", "e_homo_ev": -8.90, "relative_energy_ev": 0.000}

***

(3)
{"formula": "C14H19N3O", "method": "ωB97M-V with the def2-TZVPD basis set", "symbols": ["C", "H", "H", "H", "C", "N", "C", "H", "C", "C", "N", "C", "N", "O", "C", "C", "C", "C", "C", "C", "H", "H", "H", "H", "H", "H", "H", "H", "C", "C", "H", "H", "H", "H", "H", "H", "H"], "xyz": [[-5.3604, 0.4789, 0.2016], [-5.2332, 1.1401, 0.9682], [-5.4628, -0.4334, 0.4472], [-6.1600, 0.7532, -0.5761], [-4.0484, 0.3561, -0.7702], [-3.0340, 0.1217, 0.3327], [-1.8933, 0.8862, 0.2709], [-2.1221, 2.0789, 0.0868], [-1.1180, 0.8636, -1.3619], [0.2961, 0.1640, -1.1012], [1.2719, 0.9670, -0.6056], [2.1505, -0.1455, -0.7614], [1.7797, -1.5408, -1.2352], [0.4753, -0.9915, -1.3696], [3.6208, -0.0777, -0.3688], [3.9477, 1.1153, 0.4587], [5.3677, 1.1738, 0.7737], [6.2251, 0.2720, 0.6177], [5.9823, -0.7716, -0.0974], [4.5373, -1.0301, -0.3034], [4.2030, -2.0107, -0.9592], [6.4876, -1.5677, -0.0214], [7.2833, 0.5914, 0.8926], [5.5680, 2.3220, 1.3414], [3.2776, 2.0940, 0.2219], [-1.5820, 0.2427, -1.9423], [-0.9048, 1.6313, -1.7247], [-1.0698, 0.9551, 0.8819], [-2.8115, -1.2552, 0.5176], [-2.0559, -1.6106, 1.8154], [-2.6350, -0.9967, 2.5034], [-1.0890, -1.2633, 1.6674], [-2.0705, -2.6108, 1.9023], [-3.7218, -1.8489, 0.3238], [-2.1386, -1.6699, -0.4117], [-3.8828, 1.7517, -0.9551], [-4.0798, -0.1346, -1.6599]], "e_homo_ev": -8.32, "relative_energy_ev": 15.896}

***

no.,gap between HOMO and LUMO (eV)
1,7.08
2,9.17
3,8.71